# 1
Entry from the Open Molecules 2025 dataset: 14 unconnected molecules or ions with the total composition C5H36NO15 in a non-equilibrium geometry (ωB97M-V/def2-TZVPD).

Summary:
Energy relative to the best compared isomer or geometry (same formula, charge and spin): 2.150 eV
Net charge: -1
HOMO-LUMO gap: 9.13 eV

Cartesian coordinates (Å):
C 0.46 0.27 -1.78
N 0.68 -0.72 -0.73
C 0.37 -0.47 0.62
O 0.46 0.72 1.00
O 0.20 -1.56 1.29
C -1.01 0.51 -2.11
C -1.87 -0.75 -2.10
C -1.47 -1.53 -3.40
H 1.10 0.02 -2.63
H 0.99 1.21 -1.51
H 0.82 -1.69 -0.97
H -0.98 1.00 -3.12
H -1.53 1.17 -1.36
H -1.68 -1.36 -1.22
H -2.95 -0.53 -2.31
H -0.39 -1.42 -3.51
H -1.89 -0.96 -4.25
H -1.78 -2.55 -3.70
H -3.53 -1.37 2.37
H -3.56 0.17 2.42
O -4.05 -0.61 2.11
H 1.20 -0.23 4.14
H 1.33 0.31 2.67
O 1.22 0.57 3.60
H 2.87 -1.54 1.34
H 1.68 -2.27 1.90
O 2.58 -2.43 1.50
H -0.81 -3.02 0.58
H 0.00 -3.96 1.34
O -0.60 -3.98 0.58
H -0.74 -1.34 2.94
H -2.00 -1.32 3.87
O -1.04 -1.22 3.86
H 3.32 0.70 -1.34
H 4.05 1.68 -2.06
O 3.14 1.32 -2.07
H -2.33 1.19 0.90
H -3.68 0.48 0.45
O -3.25 1.32 0.62
H 3.36 1.50 0.71
H 3.49 0.06 0.27
O 4.02 0.81 0.58
H 1.31 -3.83 -0.75
H -0.08 -3.63 -1.27
O 0.84 -3.63 -1.57
H -1.40 3.39 -1.06
H -1.83 3.19 -2.50
O -1.73 3.86 -1.83
H 0.70 3.62 -3.03
H 2.19 3.09 -3.02
O 1.42 3.29 -3.57
H 1.11 2.30 3.01
H 2.23 3.22 2.49
O 1.74 2.98 3.29
H -0.73 1.29 1.95
H -0.76 1.20 3.58
O -1.21 1.46 2.78


# 2
Entry from the Open Molecules 2025 dataset: 13 unconnected molecules or ions with the total composition C5H37N2O12 in a non-equilibrium geometry (ωB97M-V/def2-TZVPD).

Summary:
Spin multiplicity: 2
Energy relative to the best compared isomer or geometry (same formula, charge and spin): 2.505 eV
Net charge: +2
HOMO-LUMO gap (alpha / beta): 10.44 / 6.00 eV
Expectation value of S²: 0.768

Cartesian coordinates (Å):
C 1.81 -3.69 -2.32
C 0.35 -3.83 -1.96
C -0.58 -2.88 -2.73
C -0.78 -1.45 -2.06
C -1.97 -0.92 -2.25
N -2.44 0.41 -1.90
N 0.27 -0.93 -1.42
H 2.48 -4.45 -1.68
H 2.31 -2.75 -2.01
H 1.96 -3.88 -3.36
H 0.01 -4.85 -2.31
H 0.19 -3.76 -0.89
H -1.47 -3.47 -2.90
H -0.25 -2.52 -3.72
H -2.92 -1.54 -2.50
H -3.35 0.32 -1.27
H -1.68 0.87 -1.41
H -2.58 0.91 -2.87
H 0.01 -0.21 -0.74
H 1.16 -1.52 -1.24
H 2.48 5.06 1.49
H 2.16 3.61 1.80
O 1.82 4.43 1.36
H -4.32 0.14 0.83
H -2.91 0.87 0.74
O -3.84 0.94 0.71
H 2.57 0.78 1.39
H 3.09 -0.66 1.84
O 2.45 0.02 2.13
H 0.17 4.42 0.42
H -1.02 3.96 1.34
O -0.68 4.14 0.49
H -0.49 2.82 -2.18
H -1.24 3.31 -0.96
O -1.19 2.67 -1.64
H 5.45 -0.22 1.58
H 5.19 -1.09 0.21
O 5.17 -0.30 0.69
H -2.97 2.12 2.71
H -2.81 3.26 3.77
O -2.36 2.47 3.29
H 0.97 -1.23 1.56
H 1.15 -2.59 2.04
O 1.03 -2.14 1.20
H -0.99 1.84 0.33
H -1.03 0.74 1.48
O -1.20 0.94 0.53
H -2.27 -2.27 0.40
H -3.48 -2.21 1.37
O -3.03 -1.76 0.65
H -0.97 0.13 3.70
H 0.51 0.45 3.11
O -0.40 -0.01 2.91
H 3.78 1.06 -0.18
H 3.50 2.62 0.09
O 3.18 1.77 0.29


# 3
Entry from the Open Molecules 2025 dataset: 12 unconnected molecules or ions with the total composition C5H37N3O11 in a non-equilibrium geometry (ωB97M-V/def2-TZVPD).

Summary:
Energy relative to the best compared isomer or geometry (same formula, charge and spin): 0.000 eV
Net charge: +2
HOMO-LUMO gap: 8.97 eV

Cartesian coordinates (Å):
C -0.60 -0.63 -4.11
C -0.38 -0.38 -2.63
C 0.93 -1.00 -2.14
C 1.18 -0.69 -0.69
C 0.91 -1.66 0.21
N 0.86 -1.44 1.66
N 1.62 0.56 -0.41
N -1.53 -0.96 -1.86
H -0.59 -1.69 -4.35
H -1.55 -0.21 -4.44
H 0.18 -0.16 -4.70
H -0.40 0.69 -2.45
H 1.75 -0.65 -2.77
H 0.90 -2.08 -2.30
H 0.60 -2.64 -0.09
H 1.01 -2.32 2.15
H -0.07 -1.08 1.91
H 1.56 -0.75 2.02
H 1.69 1.25 -1.15
H 1.80 0.85 0.54
H -2.40 -0.50 -2.20
H -1.46 -0.80 -0.84
H -1.58 -1.98 -2.07
H 1.27 -5.25 -3.48
H 0.77 -4.65 -4.80
O 0.78 -4.50 -3.84
H 2.32 1.29 3.21
H 3.58 0.59 2.57
O 2.62 0.64 2.54
H 3.13 5.36 3.54
H 1.63 5.66 3.73
O 2.26 4.95 3.55
H -0.88 -0.13 3.78
H -1.26 -1.62 4.05
O -0.96 -1.02 3.36
H 2.24 2.42 5.31
H 1.95 3.39 4.13
O 1.82 2.45 4.44
H -2.11 -4.39 -2.36
H -0.74 -3.98 -3.05
O -1.55 -3.64 -2.61
H -2.18 -0.83 1.69
H -1.71 0.58 1.28
O -1.69 -0.36 1.01
H -1.46 2.12 2.84
H -2.71 2.55 2.06
O -1.84 2.16 1.94
H -1.14 1.80 5.29
H 0.15 1.99 4.41
O -0.76 1.62 4.42
H 2.10 2.56 -3.43
H 1.15 3.40 -2.58
O 1.43 2.50 -2.75
H -4.44 -0.42 -3.65
H -4.36 0.90 -2.80
O -3.87 0.12 -3.08